# 1
84
Properties=species:S:1:pos:R:3:forces:R:3 method="wB97M-V/def2-TZVPD" fmax_ev_per_a=2.98 relative_energy_ev=2.954 gap_ev="4.654 / 6.265" total_charge=+1 e_homo_ev="-7.74 / -9.33" spin_multiplicity=7
Gd 0.56492 -0.53577 0.45331 -0.484 2.267 -1.020
Br -1.30489 1.36491 1.68829 -0.299 0.174 -0.198
P 1.20910 -4.26832 1.06092 -0.493 -0.138 -0.041
O -1.05763 -1.96964 0.04476 -2.179 -1.538 -0.787
O 0.76924 1.58888 -0.47630 -0.283 -0.339 -0.289
N 2.16385 -1.88686 -0.71370 -0.614 -2.764 -0.938
N -2.19845 -2.61690 -0.38425 1.865 1.482 -0.604
N 2.76209 -3.89914 0.39926 0.185 0.755 0.009
C 1.79746 -1.83698 2.38150 0.131 -0.024 1.638
C 3.76246 -0.71101 -2.01563 -0.638 -0.251 -1.190
C 0.32713 -0.82486 4.03731 0.099 -0.491 -0.131
C -3.25189 5.54956 -0.92639 -0.862 0.943 0.108
C 3.06987 -2.81222 -0.38568 1.885 0.989 0.728
C -0.35993 -2.04533 4.14459 0.098 0.441 -0.978
C -0.12393 -3.08678 3.24530 -0.142 -0.049 0.296
C -2.07112 -3.78677 -1.08783 -0.489 0.435 1.374
C 2.10011 -7.76759 3.88351 0.015 0.889 1.559
C -1.27371 2.54897 0.16555 1.376 0.432 -0.761
C -3.22871 -4.46477 -1.43743 -1.066 0.508 0.012
C -4.58408 5.10361 -0.23413 0.893 0.161 0.551
C -1.00245 4.58804 -1.56855 -0.944 1.037 0.304
C 1.60511 -7.97695 2.64107 0.071 -0.957 -1.135
C 1.42528 2.66024 -3.24410 1.125 -1.016 0.000
C -2.80676 6.93241 -0.32718 -0.294 -1.060 0.738
C 1.42513 -0.70809 3.20294 1.027 -0.186 -0.616
C 1.69387 -5.65476 2.14624 0.476 1.723 -0.123
C 1.42314 5.17580 -3.08845 0.325 0.501 0.009
C 2.50844 -6.47996 4.25791 -0.083 0.419 0.377
C -3.34134 -1.92016 -0.25938 -0.868 -1.453 -1.109
C 4.79720 -1.47006 -1.48364 -0.482 0.396 1.166
C -4.48355 -3.77050 -1.34420 1.125 -0.321 1.044
C -0.11486 2.56483 -0.68476 -0.586 -0.930 2.307
C 4.45572 -2.51550 -0.65037 0.669 -0.703 0.241
C 2.46575 -1.06048 -1.73350 1.454 0.795 0.068
C 2.55479 3.86941 -1.23610 0.865 -1.635 -0.062
C 0.04487 3.70493 -1.51518 0.749 -1.026 0.326
C 1.44057 -6.92862 1.75188 -0.023 -1.604 -0.482
C 1.39396 3.85709 -2.27045 -1.353 0.753 0.064
C 2.29879 -5.41958 3.37756 0.753 0.535 1.056
C -4.51895 -2.50254 -0.73408 -0.088 -0.676 -0.424
C -2.24371 3.51314 0.15534 -0.569 -0.077 0.153
C -2.17608 4.54074 -0.75713 1.558 -0.726 -0.720
C -3.54720 5.67174 -2.43194 -0.493 1.353 -0.160
C 0.92969 -2.93849 2.32285 1.221 -0.375 0.137
H -1.03735 -4.11181 -1.20822 -0.421 -0.105 0.227
H -3.04598 3.40751 0.86955 -0.140 0.205 -0.060
H 5.79682 -1.09152 -1.63739 0.284 -0.527 0.111
H 3.53769 4.14927 -1.69930 -0.936 0.059 0.282
H -3.71795 7.51508 -0.11121 0.599 0.316 -0.591
H 1.42280 -9.00098 2.31767 -0.202 0.262 0.019
H -3.73550 4.67950 -2.83253 -0.205 0.040 -0.256
H -2.00192 7.42405 -0.89270 -0.648 0.057 -0.112
H 0.71457 5.20539 -3.92186 -0.149 -0.315 0.158
H -5.49879 -2.01900 -0.62674 0.716 0.071 -0.054
H -0.91913 5.44364 -2.23828 0.074 -0.221 0.133
H 2.01470 0.24909 3.21623 -0.474 -1.217 -0.082
H -4.48756 4.86263 0.86601 -0.131 0.383 -1.244
H 1.58103 1.73333 -2.60789 -0.211 0.969 -0.934
H -5.30679 5.88051 -0.38134 -0.326 0.811 0.320
H 5.25238 -3.05146 -0.08459 -0.784 0.142 -0.737
H 2.66223 -4.39399 3.67056 -0.705 -1.145 -0.338
H -5.05912 4.29368 -0.76330 0.237 -0.829 -0.056
H 3.92401 0.09532 -2.71470 0.160 -0.068 -0.149
H 2.06264 -8.56342 4.60747 0.452 -0.204 0.118
H -0.65534 -4.06756 3.32966 0.310 1.102 -0.221
H 3.55057 -4.46125 0.69978 -0.097 0.221 0.008
H -3.27760 -0.90068 0.04039 0.234 0.348 0.730
H 2.81369 -1.93246 1.95189 -0.854 0.426 -0.098
H -4.40204 6.37398 -2.61662 0.359 -0.840 0.237
H -1.14410 -2.07010 4.86836 -0.407 -0.417 0.371
H 2.28351 2.74480 -3.97024 -0.754 -0.078 0.642
H 0.48307 2.53092 -3.82794 0.661 0.325 0.481
H -2.73784 6.15176 -3.00409 -0.005 -0.403 0.311
H 1.25867 6.14580 -2.53459 0.333 -1.195 -0.153
H 2.34750 4.49411 -0.36001 -0.005 0.188 -0.409
H 2.41297 5.20822 -3.56448 -0.138 0.244 0.161
H 2.72329 2.82742 -0.81138 -0.359 1.207 -0.579
H -5.43399 -4.23534 -1.62580 0.566 0.047 -0.017
H 1.69832 -0.64497 -2.35592 -0.751 0.512 0.470
H -3.16655 -5.53658 -1.68814 -0.059 0.871 -0.421
H 2.92195 -6.26268 5.25997 -0.199 -0.327 -0.723
H 0.01429 0.02838 4.61534 -0.009 0.037 0.254
H -2.37140 6.73728 0.66282 -0.063 -0.007 -0.104
H 1.22296 -7.21353 0.73387 -0.584 0.412 -0.191

---

# 2
64
Properties=species:S:1:pos:R:3:forces:R:3 method="wB97M-V/def2-TZVPD" smiles="CCCCCC(=O)Cc1cc(O)cc2c1C(=O)Oc1cc(O)c(C(=O)O)c(CCCCC)c1O2" fmax_ev_per_a=0.77 relative_energy_ev=0.267 gap_ev=8.875 e_homo_ev=-8.55 spin_multiplicity=1
O 6.30638 -0.29998 0.21592 0.208 0.332 -0.016
O -1.52136 -0.41434 1.39699 0.023 -0.254 -0.029
O 5.55826 -2.37062 0.38795 0.007 -0.010 0.011
O -1.09892 1.77222 3.57264 0.335 -0.190 -0.212
O 0.73092 0.69563 3.09581 0.385 -0.197 0.282
O -0.62806 4.40272 -2.06872 0.002 0.132 -0.195
O 2.07428 2.44695 1.23929 -0.134 -0.057 0.300
O 3.60925 -2.79032 2.00785 0.113 -0.327 0.078
C 0.68845 3.41645 -0.38774 -0.067 0.130 -0.095
C 3.30020 -1.50861 1.81130 0.015 0.452 -0.171
C 2.17440 -1.02331 2.46721 -0.083 0.109 -0.059
C 2.54078 -2.21653 -2.32741 -0.159 0.206 0.103
C 2.46487 1.12839 1.43533 0.109 -0.218 -0.099
C 5.33345 -1.17375 0.49396 0.245 -0.432 -0.021
C -0.27281 1.51196 2.73365 -0.518 0.547 0.154
C 3.60556 0.67928 0.77174 -0.165 0.137 0.319
C -3.88203 -0.65263 1.65746 0.188 -0.270 -0.187
C 0.80601 2.63057 0.74773 -0.555 0.013 -0.230
C -1.58024 2.28956 0.76481 0.204 0.012 -0.025
C 4.21879 1.60502 -0.23814 -0.031 0.268 -0.156
C 3.59165 0.07519 -2.21425 -0.344 0.140 0.088
C -1.67896 3.02353 -0.40350 -0.027 0.033 0.053
C 3.52940 1.48164 -1.61042 0.214 -0.068 -0.010
C 2.35154 -0.76450 -1.90605 0.223 -0.173 -0.130
C -4.46113 -1.04451 0.29071 -0.138 -0.119 0.281
C -2.60012 0.11779 1.46123 -0.537 0.036 0.124
C 4.06908 -0.63068 1.00550 -0.166 -0.060 0.167
C -0.55771 3.62875 -0.96131 0.114 -0.304 0.393
C 1.76754 0.28686 2.30575 0.385 -0.218 -0.399
C -0.32858 2.09776 1.36952 0.442 0.208 -0.114
C -2.79053 1.62184 1.33690 0.261 0.136 0.010
C -5.74905 -1.84993 0.44747 -0.026 0.214 -0.321
C -6.41425 -2.18250 -0.88875 0.088 -0.163 0.165
C -5.60811 -3.16227 -1.73337 -0.165 0.185 0.037
H 1.49355 -0.33912 -2.43271 -0.045 0.077 0.064
H -7.39562 -2.61745 -0.68625 -0.048 0.071 -0.047
H -6.45152 -1.27385 1.05509 0.006 -0.026 0.095
H 1.64507 -2.79505 -2.11595 -0.059 -0.141 -0.019
H 1.56332 3.86910 -0.82369 0.149 0.015 -0.058
H -5.40976 -4.07293 -1.17267 0.059 -0.133 0.029
H 3.37130 -2.66328 -1.78492 0.109 -0.102 0.045
H -5.53274 -2.77707 0.98194 -0.011 -0.041 0.100
H 1.61390 -1.68032 3.11022 -0.080 -0.068 0.099
H 4.47862 -0.44351 -1.84657 0.121 -0.065 -0.085
H 4.09898 2.62975 0.11496 0.088 -0.037 -0.012
H -4.60573 -0.05127 2.20839 -0.025 0.039 0.049
H 2.12997 -0.72864 -0.83833 -0.101 0.058 0.007
H 2.75185 -2.28317 -3.39286 0.038 -0.065 -0.124
H -4.65794 -2.73075 -2.03659 0.133 -0.023 -0.067
H -4.66868 -0.14424 -0.29314 0.012 0.029 -0.101
H -6.57333 -1.26050 -1.45307 -0.092 0.042 0.006
H 4.38202 -3.02487 1.44451 -0.204 0.191 0.045
H -2.64420 3.15166 -0.87569 -0.108 -0.006 -0.032
H -2.96292 1.98061 2.35579 -0.141 -0.034 -0.084
H -6.16063 -3.42737 -2.63182 0.027 -0.072 -0.108
H -1.54175 4.46918 -2.37283 0.115 -0.041 0.085
H 4.02288 2.18945 -2.27958 -0.059 0.080 0.005
H 7.10534 -0.78592 -0.04708 -0.283 -0.160 0.050
H 5.27886 1.40783 -0.35520 -0.130 0.100 0.016
H -3.66216 -1.56047 2.22101 0.016 0.047 0.062
H -3.67917 1.83357 0.74195 -0.027 -0.018 -0.005
H 3.69331 0.15049 -3.29947 0.079 -0.067 -0.015
H 2.48410 1.78110 -1.52461 -0.036 0.075 -0.038
H -3.71588 -1.63062 -0.24793 0.052 0.046 -0.057

---

# 3
13
Properties=species:S:1:pos:R:3:forces:R:3 method="wB97M-V/def2-TZVPD" fmax_ev_per_a=5.00 relative_energy_ev=4.276 gap_ev=9.762 e_homo_ev=-8.53 spin_multiplicity=1
N 1.75819 0.12893 -0.14806 1.523 -1.950 -0.947
C 1.47578 -1.05662 0.05682 -3.982 0.188 0.522
C -0.59708 0.53019 0.28943 -0.918 2.477 3.173
C -0.61159 -0.90920 0.50712 4.098 0.960 -2.689
C 0.80285 1.16305 0.04268 -2.516 -2.816 -1.977
C -1.28571 -0.29507 -0.71155 -0.435 -0.866 1.711
H 1.19028 1.60298 0.86002 0.623 2.509 2.764
H 1.95339 -2.05954 -0.02299 0.022 1.287 0.093
H -1.02951 -1.29561 1.35842 -1.069 -1.345 1.588
H -0.74148 -0.36365 -1.57105 1.251 -0.541 -2.455
H 0.63290 1.76680 -0.81438 0.854 0.930 -0.734
H -2.34320 -0.41562 -0.86446 -0.338 0.460 0.300
H -1.20481 1.20335 1.01801 0.887 -1.292 -1.348

---

# 4
9
Properties=species:S:1:pos:R:3:forces:R:3 method="wB97M-V/def2-TZVPD" fmax_ev_per_a=3.42 relative_energy_ev=3.297 gap_ev=10.619 e_homo_ev=-9.64 spin_multiplicity=1
O -0.14965 1.97162 -0.09087 1.125 0.868 -0.560
N -0.36078 0.92187 -0.96963 0.482 -0.652 0.263
C -0.10744 -0.26039 -0.56716 -1.883 -0.555 -2.070
C 0.17338 -1.00876 0.69068 -1.552 2.004 2.292
H -0.42712 -0.77006 -1.48691 0.508 -1.155 0.623
H 1.02255 -0.51781 1.19088 -0.043 -0.516 -0.048
H 0.31047 -2.08786 0.56224 -0.066 0.501 -0.065
H -0.73957 -0.77068 1.46171 2.042 -0.859 -1.867
H 0.27816 2.52208 -0.79094 -0.612 0.363 1.432

---

# 5
12
Properties=species:S:1:pos:R:3:forces:R:3 method="wB97M-V/def2-TZVPD" smiles=N#CCN1CC1 fmax_ev_per_a=1.12 relative_energy_ev=2.023 gap_ev=10.766 e_homo_ev=-9.81 spin_multiplicity=1
N -1.30279 -2.02968 1.48559 0.221 1.072 -0.258
N 0.50656 0.67004 0.16556 -0.019 0.054 0.138
C -1.05636 -0.92375 1.25236 -0.198 -0.919 0.170
C -0.70191 0.47935 0.96590 -0.130 0.066 0.059
C 0.38705 0.58357 -1.27890 -0.078 0.055 -0.258
C 1.11614 -0.45846 -0.52006 0.136 -0.234 -0.019
H 0.91882 1.35377 -1.83275 -0.075 -0.151 0.084
H 2.20253 -0.48287 -0.49899 -0.175 0.048 -0.018
H -0.56746 0.98585 1.92807 -0.003 -0.123 -0.120
H 0.63436 -1.43287 -0.44103 0.078 0.178 0.032
H -0.57952 0.30016 -1.69751 0.136 0.027 0.094
H -1.55741 0.95489 0.47176 0.108 -0.072 0.097